Record 1
Computed, not measured: a structure of composition C5H12O4 in a non-equilibrium geometry, with ωB97M-V with the def2-TZVPD basis set.

The calculation puts the energy above the lowest of the compared OMol25 structures with the same formula, charge and spin at 65.62 kcal/mol. The frontier orbital gap is 10.6749 eV. The value obtained for the HOMO energy is -10.0 eV. Its net charge is 0.

Element x y z (Å)
O: -2.514 1.534 2.409
O: -0.869 1.303 0.912
O: 1.900 -2.408 -0.796
C: -2.017 0.888 1.531
C: 3.155 -1.883 -1.049
C: -0.583 0.611 -0.294
C: 0.809 -1.500 -1.142
C: 0.630 -0.293 -0.108
H: -2.445 -0.017 1.056
H: 3.402 -1.580 -2.080
H: 3.823 -2.711 -0.756
H: 3.339 -1.028 -0.377
H: -1.435 0.004 -0.656
H: -0.273 1.282 -1.118
H: -0.082 -2.139 -0.989
H: 0.836 -1.211 -2.210
H: 0.435 -0.774 0.870
H: 1.528 0.344 0.003
O: -2.955 3.486 1.506
H: -3.843 3.322 1.116
H: -2.840 2.770 2.172


Record 2
Computed, not measured: a structure of composition C5H12O5Rb in a non-equilibrium geometry, with ωB97M-V with the def2-TZVPD basis set.

The frontier orbital gap is 10.2396 eV. The value obtained for the HOMO energy is -13.9 eV. Its net charge is +1.

Element x y z (Å)
Rb: 20.332 -13.376 23.908
C: 22.530 -15.426 22.006
C: 22.482 -16.822 22.671
O: 22.366 -17.707 21.589
C: 22.737 -17.089 20.448
O: 22.953 -17.612 19.419
O: 22.773 -15.734 20.644
H: 23.339 -14.839 22.431
H: 21.537 -14.970 22.058
H: 21.680 -16.952 23.393
H: 23.437 -17.007 23.170
O: 18.678 -15.139 22.539
H: 18.832 -15.106 21.588
H: 18.331 -16.023 22.700
C: 21.142 -11.452 19.178
C: 20.324 -12.510 19.881
O: 20.194 -12.169 21.292
H: 22.212 -11.534 19.383
H: 20.824 -10.455 19.499
H: 21.093 -11.432 18.088
H: 20.835 -13.468 19.844
H: 19.315 -12.545 19.471
H: 19.715 -11.333 21.304


Record 3
Computed, not measured: a structure of composition C5H12O6S2Si in a non-equilibrium geometry, with ωB97M-V with the def2-TZVPD basis set.

The calculation puts the energy above the lowest of the compared OMol25 structures with the same formula, charge and spin at 13.70 kcal/mol. The frontier orbital gap is 6.4194 eV. The value obtained for the HOMO energy is -0.8 eV. Its net charge is -2.

Element x y z (Å)
C: -0.376 2.145 -2.515
C: 0.097 2.035 -1.138
C: 0.045 0.589 -0.602
C: 0.047 0.412 0.873
C: 0.777 -1.392 1.324
O: -2.019 -1.144 1.473
O: 2.830 0.007 0.181
O: -1.693 0.751 2.844
O: -2.480 1.063 0.544
O: 3.200 -2.130 1.297
O: 2.171 -2.001 -1.019
Si: -0.912 -2.396 1.018
S: -1.581 0.337 1.434
S: 2.387 -1.375 0.338
H: -0.061 3.075 -2.972
H: -1.419 2.138 -2.585
H: 0.056 1.468 -3.194
H: 1.155 2.122 -1.026
H: -0.390 2.713 -0.401
H: -0.961 0.130 -0.996
H: 0.929 0.148 -1.012
H: 0.792 1.061 1.399
H: 1.184 -1.189 2.331
H: -0.867 -1.998 -0.495
H: -0.857 -3.244 2.255
H: -2.052 -3.325 0.642


Record 4
Computed, not measured: the ion C5H12OS with charge +1 in a non-equilibrium geometry, with ωB97M-V with the def2-TZVPD basis set.

The calculation puts the energy above the lowest of the compared OMol25 structures with the same formula, charge and spin at 61.69 kcal/mol. The frontier orbital gap (spin up / spin down) is 9.4022 / 4.7104 eV. As for the spin multiplicity: 2. The value obtained for the HOMO energy (spin up / spin down) is -13.1 / -13.1 eV. Its net charge is +1.

Element x y z (Å)
C: -0.768 -0.394 -2.235
O: 0.147 -0.897 -3.330
C: -0.294 0.784 -1.230
C: 0.340 0.182 0.143
C: 0.312 1.496 1.049
S: 0.696 0.882 2.742
C: 0.514 -1.006 2.859
H: -1.138 -1.255 -1.669
H: -1.670 -0.204 -2.898
H: -0.098 -1.729 -3.798
H: 0.475 1.300 -1.817
H: -1.011 1.550 -0.848
H: 1.368 -0.352 0.265
H: -0.421 -0.518 0.303
H: -0.712 1.839 0.916
H: 1.069 2.199 0.783
H: 0.395 -1.095 4.031
H: -0.456 -1.365 2.461
H: 1.252 -1.418 2.272


no.,E (eV)
1,-13567.3001
2,-16267.1408
3,-47210.5594
4,-18251.0152